DFT (ωB97M-V/def2-TZVPD) results for a cluster of 3 separate species, C28H54BCl2N3O14PS in total.

Structure (XYZ):
```
104
Properties=species:S:1:pos:R:3:forces:R:3
N 6.602286 1.167969 -1.896148 0.070 -0.020 0.292
H -0.711370 -1.164615 -2.694708 0.134 0.114 0.108
B 2.360169 -2.176469 1.438023 0.022 0.150 0.368
O 2.479554 -1.263682 0.397356 -0.004 -0.253 -0.071
H -1.274413 -3.733845 -6.954254 -0.025 0.021 0.046
H 0.534240 0.213073 5.657064 -0.017 -0.020 -0.115
O -7.070988 2.436451 -0.802611 -0.001 0.017 -0.007
H 3.679048 -0.843486 4.007576 -0.063 -0.045 0.019
C -6.971624 2.161046 0.598484 -0.055 0.024 0.114
H -0.339466 3.596287 1.219567 -0.094 -0.106 0.147
H 0.643159 4.948135 1.755005 -0.037 -0.004 0.000
H 3.459333 -0.681652 -1.302733 -0.077 0.054 0.068
C 3.230643 0.024170 3.521790 0.026 0.400 -0.225
H 0.491133 -3.788415 -6.949835 0.037 -0.005 0.071
C 1.418145 3.043686 2.411241 -0.023 0.000 -0.169
C -0.559925 -2.214071 -2.381708 -0.066 0.033 0.049
C -2.028180 0.141089 -9.687929 -0.021 0.070 -0.092
O 0.104386 -2.967920 -3.037304 -0.112 -0.142 -0.172
C -0.658524 -1.869158 -0.048558 -0.581 -0.047 -0.330
H 3.381852 -0.131287 2.450157 -0.096 -0.073 0.021
H -7.026379 1.088323 0.776903 0.070 -0.003 0.000
C -1.267799 -0.962839 -7.789113 0.062 0.030 0.046
C 0.735347 0.532205 2.762810 0.097 0.492 0.336
H 1.499037 1.605554 5.239684 0.162 0.025 0.025
C 5.982132 1.485901 -0.807201 0.151 0.012 -0.243
H 2.264799 0.138664 5.930191 0.085 0.059 -0.043
H -5.360267 2.498696 -4.596855 -0.092 0.039 0.051
C -1.060619 -2.095575 4.742750 -0.861 -0.042 -0.206
C -5.195500 1.908110 -3.697179 0.189 -0.081 -0.233
C -5.265580 0.428540 -4.007123 -0.092 -0.053 0.128
H -4.226644 2.183096 -3.281255 -0.034 -0.029 0.088
O -1.215499 -2.545706 -1.273876 0.366 -0.164 0.228
H -1.301475 1.136903 0.887648 0.059 0.060 0.047
Cl -0.840018 4.337811 3.421372 -0.101 -0.029 -0.067
H 5.809304 0.358214 3.185672 0.004 0.021 -0.060
C 1.713281 -0.065172 3.861661 0.622 -0.281 -0.238
H -2.860986 0.559049 -9.126058 -0.016 -0.049 0.019
H -1.488753 -1.287124 0.346077 0.062 0.082 0.015
C 1.341774 1.610614 1.852413 0.184 0.342 0.055
C -0.386491 -3.529146 -6.355516 -0.065 -0.011 -0.194
C 1.496982 0.515476 5.252322 -0.322 -0.111 0.141
C -2.024445 1.434606 1.643499 -0.436 -0.136 0.195
C 3.572286 -1.409436 -0.499055 0.016 0.026 -0.139
O 3.406582 -3.061475 1.646227 -0.011 0.054 -0.276
C -6.014804 2.031470 -1.511208 -0.020 0.010 -0.063
H -0.944736 -3.601508 1.200573 -0.074 0.081 0.020
H 6.074924 1.992058 3.753061 -0.038 0.070 -0.023
H 2.316965 3.503562 1.985678 0.000 0.025 0.040
N -0.869139 -2.400120 3.336820 0.452 0.117 0.290
C -1.662689 0.935357 3.042553 -0.221 0.141 -0.170
C 4.033172 1.259681 3.961245 0.210 -0.135 0.205
H 0.139921 -1.208939 -0.382883 -0.024 0.103 0.130
H -2.977489 0.974161 1.362020 0.009 0.047 -0.038
H 3.609991 1.789734 -2.832436 -0.043 0.023 0.092
O -0.169581 -1.207914 -7.091157 -0.030 0.044 -0.033
H -2.606877 -2.568334 6.223248 0.004 -0.056 0.001
H -4.526228 0.167957 -4.764759 0.002 0.010 -0.022
H -2.805191 -3.373442 4.634132 0.035 -0.110 0.177
H -1.218590 -1.783130 -5.387042 -0.060 0.034 -0.100
H -2.300551 1.454137 3.763197 0.085 0.001 0.048
H 4.347085 1.405305 1.296559 -0.001 -0.135 -0.002
H 0.535990 -1.891251 -5.319799 0.056 0.088 -0.067
H 3.590810 -2.398285 -0.964084 0.002 -0.017 0.057
S 6.679454 1.562450 0.778320 -0.042 -0.123 0.152
O -2.381884 -1.354121 -7.548172 -0.020 -0.001 -0.016
H -0.933153 -1.025635 4.943060 0.281 -0.044 0.293
H -0.409682 -4.157488 -5.466776 0.028 0.027 0.037
H 0.617833 -3.491886 0.423537 -0.040 -0.019 0.016
H -6.043315 2.554555 1.006692 0.032 -0.041 -0.027
C 5.367788 1.360120 3.209979 0.029 -0.286 0.033
O -6.238837 2.314967 -2.794916 -0.040 0.041 0.073
N 5.662454 1.261555 -2.912213 -0.214 0.042 -0.213
O 4.685224 1.797064 -1.020529 -0.274 0.102 -0.018
O -0.938040 -0.178205 -8.824994 -0.002 -0.011 0.012
H 3.477247 2.194645 3.888967 -0.048 0.023 -0.154
H -6.256207 0.164657 -4.379817 0.024 0.025 -0.066
C 5.191036 1.874791 1.790851 0.093 0.300 -0.129
H 4.530079 -1.247224 0.000463 0.008 -0.014 0.050
H 3.434463 -3.796729 1.026293 0.092 -0.030 0.152
O 0.305006 -0.505218 1.988417 -0.069 0.032 0.012
O -5.031048 1.506555 -1.061917 0.034 -0.014 0.031
C -0.163114 -2.898492 0.917277 0.404 -0.040 0.122
H -0.373580 -2.685861 5.344017 0.253 0.109 -0.109
P 0.685678 -2.133044 2.518560 -0.316 -0.413 -0.607
H -5.067651 -0.166041 -3.116276 0.052 0.028 0.004
O 1.465661 -1.460748 3.887092 -0.563 0.271 0.411
H -1.908104 -0.122918 3.114687 0.187 -0.067 0.017
H 5.030854 2.953565 1.791179 -0.147 -0.030 0.029
C -0.331003 -2.076348 -5.944837 0.038 -0.175 0.182
C 4.564392 1.625049 -2.365226 0.314 -0.070 0.038
H 1.543883 3.071213 3.491658 0.003 -0.129 0.039
H 4.287529 1.142553 5.017616 -0.148 0.107 0.039
H -2.358476 -0.746050 -10.227106 -0.052 -0.007 0.046
H -1.650466 0.878042 -10.391427 0.063 -0.020 0.027
C 0.256303 3.973384 2.047105 0.332 0.240 -0.007
H 0.774213 1.639998 0.919141 -0.084 -0.149 0.072
Cl 1.234119 -4.203097 3.328104 0.018 -0.074 -0.134
H -1.626242 -2.020186 2.782123 0.090 0.016 -0.093
H -3.193898 -1.667015 4.830826 -0.003 -0.040 -0.028
C -2.501655 -2.457172 5.142815 0.087 0.224 -0.233
H -2.191335 2.512531 1.645722 0.189 0.009 -0.129
O -0.343050 1.194030 3.475489 -0.013 -0.392 -0.131
H -7.819829 2.655598 1.062918 -0.024 0.008 -0.071
H 2.343844 1.313064 1.559104 -0.013 -0.177 -0.061
```
Forces are in eV/Å.

Computed properties:
Lowest unoccupied orbital energy (Ha): 0.074
Energy relative to the best compared isomer or geometry (same formula, charge and spin) (kJ/mol): 0.0
Spin multiplicity: 1
Orbital gap (eV): 7.0
E_tot (Eh): -4001.87308
Charge: -1